56
Properties=species:S:1:pos:R:3 method="wB97M-V/def2-TZVPD" homo_lumo_gap_ev="6.799 / 6.682" multiplicity=2 s2=0.788 de_lowest_kcal_mol=0.00
Mn -0.02720 0.42802 0.13526
O 1.61419 -2.71651 2.31232
C 1.17139 -1.59938 1.75388
O 0.31908 -1.57643 0.88603
C 1.77821 -0.32981 2.23523
C 2.78731 -0.16616 3.15722
C 3.23008 1.13090 3.40539
C 2.65246 2.19387 2.72612
C 1.63463 1.93834 1.82394
N 1.22303 0.69394 1.60122
C 0.90086 2.95794 0.95555
O 1.25310 4.12404 0.99587
O -0.02351 2.41998 0.24520
H 1.11481 -3.45104 1.92156
H 3.21031 -1.02755 3.65586
H 4.02574 1.30729 4.11667
H 2.96970 3.21812 2.87109
O -1.08734 0.34709 -4.00886
C -2.42711 0.22870 -3.90591
C -3.16764 0.24109 -5.08894
C -4.54066 0.11083 -5.05223
C -5.20744 -0.03479 -3.83632
C -4.47736 -0.04322 -2.66578
C -3.08679 0.09153 -2.67654
C -2.33197 0.09344 -1.40409
O -1.03704 0.22071 -1.46614
N -2.96123 -0.03512 -0.27907
N -2.05735 0.04299 0.78997
C -2.53930 -0.38035 1.88381
S -1.56871 -0.36949 3.35000
C -3.00437 -0.52331 4.43786
C -3.96569 -1.49235 3.77549
S -4.17736 -1.00013 2.03940
H -0.74030 0.31995 -3.08800
H -2.63188 0.35399 -6.02263
H -5.10095 0.11966 -5.97947
H -6.28437 -0.13758 -3.80991
H -4.96355 -0.15740 -1.70608
H -3.45694 0.46013 4.55614
H -2.65060 -0.88208 5.40364
H -4.94796 -1.46192 4.24685
H -3.57911 -2.51022 3.81316
S 3.57095 2.24914 -1.94349
C 1.93129 1.84684 -1.63413
N 1.69638 0.63240 -1.24927
C 2.88469 -0.09992 -1.19913
C 2.99389 -1.45814 -0.89214
C 4.24591 -2.03585 -0.88110
C 5.38991 -1.28572 -1.18880
C 5.29252 0.04734 -1.52682
C 4.02641 0.63206 -1.53159
H 1.14882 2.58722 -1.73627
H 2.09713 -2.03088 -0.70048
H 4.34859 -3.08713 -0.64484
H 6.36074 -1.76358 -1.18222
H 6.17157 0.61853 -1.79449